Record 1
# C4H8N2

C4H8N2 in the gas phase at a distorted geometry (ωB97M-V/def2-TZVPD, the OMol25 dataset).

The energy above the lowest of the compared OMol25 structures with the same formula, charge and spin is 3.7062 eV. The SMILES is C=CN1CN1C. As for the HOMO energy: -0.3185 Eh. The value obtained for the energy is -7254.1692 eV. As for the charge: 0. The calculation puts the lowest unoccupied orbital energy at 1.143 eV. The value obtained for the HOMO-LUMO gap is 0.3605 hartree.

```
14
Properties=species:S:1:pos:R:3:lowdin_charge:R:1
C 1.121 2.245 -0.647 0.016
C 0.570 1.029 -0.889 -0.178
C 0.096 -0.248 1.348 -0.170
C -1.190 -1.776 -0.137 -0.146
N 0.461 -0.070 -0.001 -0.072
N -0.953 -0.497 0.382 -0.111
H 1.331 2.909 -1.428 0.020
H 1.552 2.581 0.271 0.038
H 0.112 0.840 -1.854 0.100
H 0.538 -1.236 1.852 0.143
H 0.088 0.550 2.072 0.097
H -2.210 -2.138 0.064 0.079
H -1.109 -1.630 -1.227 0.081
H -0.408 -2.556 0.194 0.102
```

Record 2
# C10H12O3

C10H12O3 in the gas phase at a distorted geometry (ωB97M-V/def2-TZVPD, the OMol25 dataset).

The energy above the lowest of the compared OMol25 structures with the same formula, charge and spin is 2.3780 eV. The SMILES is CCOC(=O)c1ccccc1OC. As for the HOMO energy: -0.3472 Eh. The value obtained for the energy is -16705.3043 eV. As for the charge: 0. The calculation puts the lowest unoccupied orbital energy at 0.420 eV. The value obtained for the HOMO-LUMO gap is 0.3626 hartree.

```
25
Properties=species:S:1:pos:R:3:lowdin_charge:R:1
C 3.553 0.373 -0.135 -0.083
C 2.820 -0.976 -0.053 -0.183
C 0.384 -1.406 -0.271 -0.367
C -0.960 -0.736 -0.148 -0.065
C -2.022 -1.598 0.245 -0.054
C -3.320 -1.256 0.222 -0.085
C -3.681 0.063 -0.286 -0.036
C -2.603 0.948 -0.433 -0.019
C -1.259 0.569 -0.440 -0.230
C 0.280 2.106 0.429 -0.089
H 3.361 1.027 0.786 0.090
H 4.717 0.141 0.055 0.115
H 3.370 0.861 -1.092 0.071
H 2.858 -1.675 -0.935 0.131
H 3.080 -1.626 0.782 0.115
H -1.624 -2.603 0.595 0.141
H -4.089 -1.984 0.636 0.125
H -4.708 0.294 -0.079 0.092
H -2.884 2.037 -0.577 0.139
H 1.052 2.861 0.003 0.123
H -0.557 2.714 0.871 0.094
H 0.648 1.420 1.192 0.080
O 1.407 -0.521 -0.016 -0.065
O 0.482 -2.605 -0.581 0.085
O -0.304 1.572 -0.772 -0.124
```

Record 3
# CH5N5OS

A molecular structure, CH5N5OS at a distorted geometry (ωB97M-V/def2-TZVPD, the OMol25 dataset).

The energy above the lowest of the compared OMol25 structures with the same formula, charge and spin is 1.8451 eV. As for the HOMO energy (alpha / beta): -0.2959 / -0.2959 Eh. The value obtained for the energy is -21444.3062 eV. As for the charge: 0. The calculation puts the lowest unoccupied orbital energy (alpha / beta) at 0.026 / 0.026 eV. The value obtained for the HOMO-LUMO gap (alpha / beta) is 0.2969 / 0.2969 hartree.

```
13
Properties=species:S:1:pos:R:3:lowdin_charge:R:1
C 0.920 -0.168 0.972 -0.266
N -2.362 1.010 1.577 -0.010
N 1.271 -0.412 2.155 -0.057
N 1.089 -0.970 -1.266 0.021
N 1.636 -0.482 -0.115 -0.123
N -1.982 1.180 2.803 -0.535
O 0.691 -0.075 3.332 -0.496
S -0.811 0.758 3.734 1.005
H -0.321 0.276 0.625 0.183
H -3.273 1.313 1.399 0.015
H 0.124 -0.937 -1.239 0.039
H 1.351 -0.582 -2.140 0.073
H 2.479 -0.975 0.224 0.150
```

Record 4
# C19H27BN11Sc

A molecular structure, C19H27BN11Sc (ωB97M-V/def2-TZVPD, the OMol25 dataset).

The energy above the lowest of the compared OMol25 structures with the same formula, charge and spin is 0.2882 eV. As for the HOMO energy: -0.4935 Eh. The value obtained for the energy is -57900.0530 eV. As for the charge: +2. The calculation puts the lowest unoccupied orbital energy at -5.758 eV. The value obtained for the HOMO-LUMO gap is 0.2819 hartree.

```
59
Properties=species:S:1:pos:R:3:lowdin_charge:R:1
Sc 1.811 -1.279 -0.918 1.120
B 2.806 0.077 -3.122 -0.384
N 2.044 1.145 -2.311 -0.073
C 1.664 2.391 -2.591 -0.021
C 1.062 2.943 -1.469 -0.003
C 1.105 1.938 -0.517 -0.104
N 1.708 0.848 -1.017 -0.077
N 1.859 -1.005 -3.720 -0.067
C 1.419 -1.251 -4.949 -0.014
C 0.658 -2.418 -4.930 -0.007
C 0.687 -2.838 -3.614 -0.112
N 1.416 -1.981 -2.873 -0.089
H 3.456 -0.548 -2.269 0.065
H 3.516 0.545 -3.953 0.102
H 1.861 2.817 -3.562 0.145
H 0.652 3.929 -1.351 0.117
H 0.720 1.955 0.488 0.094
H 1.683 -0.600 -5.767 0.148
H 0.173 -2.896 -5.763 0.118
H 0.227 -3.704 -3.166 0.125
N 3.871 -1.519 0.089 -0.036
C 3.855 -2.484 1.219 -0.203
C 3.045 -3.690 0.791 -0.196
N 1.700 -3.214 0.367 -0.027
H 4.522 -1.856 -0.621 0.112
H 4.261 -0.624 0.383 0.120
H 3.387 -1.997 2.077 0.125
H 4.861 -2.779 1.514 0.137
H 2.981 -4.417 1.600 0.136
H 3.517 -4.178 -0.063 0.133
H 1.133 -3.026 1.191 0.088
H 1.199 -3.955 -0.121 0.115
C -0.213 -0.750 2.071 0.019
C -0.909 -0.833 0.757 -0.347
N -0.351 -1.154 -0.402 -0.005
C -1.354 -1.066 -1.362 -0.077
C -2.504 -0.699 -0.760 0.002
N -2.218 -0.578 0.585 -0.011
C -3.112 -0.006 1.570 -0.037
N -2.779 1.394 1.777 -0.044
N -1.721 1.961 1.151 0.035
N -1.639 3.190 1.487 0.093
C -2.659 3.477 2.365 -0.217
C -3.001 4.673 3.011 0.005
C -4.093 4.639 3.839 -0.056
C -4.843 3.455 4.033 -0.053
C -4.523 2.274 3.407 -0.006
C -3.406 2.317 2.566 -0.168
H 0.867 -0.837 1.937 0.066
H -0.542 -1.535 2.754 0.104
H -0.397 0.213 2.548 0.093
H -1.175 -1.264 -2.404 0.106
H -3.489 -0.519 -1.156 0.142
H -3.044 -0.554 2.510 0.149
H -4.130 -0.096 1.192 0.152
H -2.424 5.573 2.857 0.122
H -4.398 5.537 4.359 0.115
H -5.699 3.484 4.694 0.116
H -5.104 1.375 3.562 0.113
```

Record 5
# C17H35KO13

A molecular structure, C17H35KO13 at a distorted geometry (ωB97M-V/def2-TZVPD, the OMol25 dataset).

The energy above the lowest of the compared OMol25 structures with the same formula, charge and spin is 0.0000 eV. As for the HOMO energy: -0.2288 Eh. The value obtained for the energy is -61136.8128 eV. As for the charge: 0. The calculation puts the lowest unoccupied orbital energy at -0.732 eV. The value obtained for the HOMO-LUMO gap is 0.2019 hartree.

```
66
Properties=species:S:1:pos:R:3:lowdin_charge:R:1
K -2.989 4.134 1.476 0.889
C -0.619 1.827 0.177 -0.431
O -0.445 3.124 0.553 -0.472
H -1.168 1.782 -0.763 0.034
H 0.264 1.197 0.062 0.034
H -1.274 1.308 0.877 0.019
C -1.394 -7.356 2.181 -0.067
C -1.724 -5.915 1.762 -0.254
O -0.740 -4.964 2.032 0.036
C -0.825 -3.729 1.455 -0.543
O -1.503 -3.297 0.559 0.127
O 0.024 -2.924 2.136 -0.021
C 0.508 -1.731 1.516 -0.037
H -2.217 -7.996 1.866 0.078
H -1.228 -7.285 3.256 0.076
H -0.565 -7.831 1.657 0.076
H -2.733 -5.628 2.056 0.131
H -1.718 -6.088 0.686 0.117
H -0.218 -0.922 1.593 0.082
H 0.831 -1.890 0.487 0.094
H 1.480 -1.562 1.977 0.095
C 6.726 -3.280 -2.021 -0.067
C 5.279 -2.786 -2.091 -0.174
O 5.146 -1.319 -1.929 0.033
C 4.308 -0.890 -0.986 -0.540
O 3.660 -1.612 -0.245 0.093
O 4.230 0.480 -1.112 0.000
C 3.144 1.033 -0.443 -0.079
H 7.165 -2.808 -1.142 0.080
H 7.354 -2.848 -2.800 0.068
H 6.872 -4.358 -2.096 0.080
H 4.811 -3.275 -1.237 0.106
H 4.679 -3.050 -2.962 0.125
H 3.263 2.102 -0.263 0.102
H 2.777 0.508 0.439 0.087
H 2.305 1.047 -1.138 0.091
C -0.608 3.574 -3.289 -0.065
C 0.495 4.504 -2.734 -0.188
O 1.797 4.124 -3.273 0.001
C 2.965 4.609 -2.729 -0.572
O 2.999 5.418 -1.825 0.114
O 3.985 4.006 -3.348 0.000
C 5.324 4.408 -2.879 -0.019
H -1.591 3.973 -3.038 0.069
H -0.564 2.538 -2.954 0.061
H -0.571 3.573 -4.379 0.068
H 0.443 4.542 -1.646 0.105
H 0.297 5.514 -3.095 0.114
H 6.090 3.823 -3.388 0.087
H 5.497 4.198 -1.824 0.091
H 5.544 5.460 -3.059 0.092
C -8.005 1.444 4.040 -0.064
C -6.599 1.714 3.527 -0.222
O -6.294 0.795 2.443 -0.015
C -4.983 0.808 1.858 -0.451
O -4.160 1.700 2.106 -0.007
O -4.826 -0.255 1.055 0.025
C -3.582 -0.461 0.418 -0.034
H -8.408 2.189 4.726 0.081
H -8.087 0.445 4.469 0.081
H -8.659 1.439 3.168 0.077
H -5.868 1.526 4.313 0.122
H -6.473 2.726 3.142 0.114
H -3.683 -1.031 -0.506 0.107
H -2.846 -0.956 1.051 0.091
H -3.097 0.454 0.077 0.070
```

Record 6
# C21H21CrNO3Se3SiTe

A molecular structure, C21H21CrNO3Se3SiTe (ωB97M-V/def2-TZVPD, the OMol25 dataset).

As for the HOMO energy (alpha / beta): -0.1626 / -0.1634 Eh. The value obtained for the energy is -269390.0094 eV. As for the charge: -1. The calculation puts the lowest unoccupied orbital energy (alpha / beta) at 2.362 / 2.352 eV. The value obtained for the HOMO-LUMO gap (alpha / beta) is 0.2494 / 0.2498 hartree. Its spin multiplicity is 4.

```
52
Properties=species:S:1:pos:R:3:lowdin_spin:R:1
Cr 0.122 0.194 -0.445 2.932
Se 1.195 1.458 -2.301 -0.025
Se 0.402 3.672 -2.261 0.010
Te -1.859 3.146 -1.307 0.020
Se -0.914 2.082 0.730 -0.038
N 1.750 0.483 0.892 -0.011
C 2.795 -0.559 0.910 -0.001
C 2.148 -1.927 1.014 0.002
C 1.352 -2.307 -0.243 0.007
O 0.935 -3.441 -0.379 -0.002
O 1.208 -1.327 -1.089 0.043
H 2.109 1.375 0.559 0.003
H 1.381 0.650 1.824 0.001
H 3.492 -0.383 1.734 -0.001
H 3.342 -0.469 -0.027 0.000
H 1.442 -1.939 1.853 0.001
H 2.874 -2.714 1.221 0.000
O -1.322 -0.920 -0.066 0.039
Si -2.508 -1.612 -0.925 0.012
C -3.144 -3.100 0.025 0.001
C -4.488 -3.307 0.332 0.000
C -4.902 -4.436 1.031 0.000
C -3.970 -5.381 1.433 0.000
C -2.625 -5.194 1.137 0.000
C -2.217 -4.065 0.441 0.000
C -3.882 -0.341 -1.091 0.001
C -4.468 0.031 -2.299 0.000
C -5.421 1.042 -2.358 0.000
C -5.809 1.700 -1.202 0.000
C -5.239 1.345 0.016 0.001
C -4.286 0.340 0.065 0.001
C -2.007 -2.176 -2.641 0.001
C -1.393 -1.281 -3.523 0.000
C -0.998 -1.676 -4.791 0.000
C -1.213 -2.982 -5.211 0.000
C -1.824 -3.886 -4.355 0.000
C -2.214 -3.483 -3.083 0.000
H -5.226 -2.575 0.023 0.000
H -5.952 -4.577 1.261 0.000
H -4.290 -6.262 1.977 0.000
H -1.895 -5.931 1.447 0.000
H -1.165 -3.929 0.207 0.000
H -4.168 -0.467 -3.215 0.000
H -5.852 1.324 -3.312 0.000
H -6.544 2.495 -1.247 0.000
H -5.527 1.863 0.923 0.000
H -3.818 0.099 1.013 0.001
H -1.200 -0.256 -3.221 0.000
H -0.510 -0.964 -5.446 0.000
H -0.898 -3.296 -6.199 0.000
H -1.990 -4.908 -4.672 0.000
H -2.680 -4.207 -2.424 0.000
```

> Which formula does entry 1 have?

C4H8N2